Molecular formula: C56H129ClN7O23
Method: DFT, ωB97M-V with the def2-TZVPD basis set

- Total charge: +1
- E_tot: -130201.341 eV
- Max |F|: 0.113 Eh/bohr
- LUMO level: -1.3 eV
- Orbital gap: 8.68 eV

Last column: Mulliken charge in e.
Geometry (Å):
C 5.5723 3.2532 -6.6915  -0.856
O 4.2537 2.7236 -6.9779  -0.364
C 3.9776 1.3700 -6.7272  -0.672
C 2.5649 1.3658 -6.1997  0.902
N 2.4265 1.7292 -4.7776  1.963
H 1.3648 1.8461 -4.7966  -0.974
H 2.6871 0.9345 -4.1201  -0.292
C 3.0635 2.9302 -4.2379  -1.874
C 2.1302 3.6729 -3.2514  1.672
O 1.9258 4.9457 -3.8373  -0.339
C 1.8134 6.1495 -3.0419  -0.641
H 5.5203 4.3641 -6.6646  0.297
H 6.3962 2.9000 -7.2718  0.374
H 5.8415 3.1122 -5.6545  0.314
H 4.6392 0.9797 -5.9060  0.331
H 4.0317 0.7674 -7.6424  0.458
H 2.1955 0.3296 -6.2048  0.131
H 1.8682 1.9401 -6.8060  -0.760
H 3.2508 3.5842 -5.0857  0.674
H 3.9788 2.6760 -3.7772  0.189
H 2.4339 3.8410 -2.2641  0.564
H 1.1622 3.0925 -3.1206  -0.890
H 1.7291 6.9518 -3.7325  0.383
H 2.6460 6.2853 -2.3137  0.314
H 0.8675 6.0514 -2.4659  0.092
C -0.9319 6.6940 -0.9362  -0.905
O -1.2816 5.6597 -1.8858  0.060
C -2.3315 6.0111 -2.7242  -0.671
C -2.4963 4.9785 -3.7662  -0.431
N -1.3043 4.9076 -4.7020  0.897
H -0.5055 4.7675 -4.0567  -0.481
H -1.2850 4.0272 -5.2841  -0.092
C -0.8455 5.9894 -5.6668  -0.756
C -0.0626 5.4184 -6.7879  -0.210
O -0.7849 4.5288 -7.5593  -0.359
C -0.1863 3.7360 -8.6214  -0.420
H 0.0585 6.4252 -0.6074  0.247
H -1.7295 6.8195 -0.1688  0.212
H -0.9290 7.6926 -1.5095  0.323
H -2.2458 7.0508 -3.1962  0.401
H -3.2810 6.0673 -2.2401  0.475
H -3.4065 5.2050 -4.3398  0.496
H -2.5982 3.9263 -3.4846  0.002
H -0.2199 6.7463 -5.2593  0.311
H -1.7158 6.5853 -5.9615  0.524
H 0.8621 4.9154 -6.3882  0.014
H 0.1269 6.2631 -7.4480  0.502
H -1.0283 3.2173 -9.0477  0.238
H 0.5055 3.0788 -8.1493  -0.072
H 0.2157 4.3561 -9.3922  0.366
C -2.4196 1.6761 -0.4104  -1.197
O -1.4696 0.7864 -0.8911  0.200
C -0.4131 1.4655 -1.6138  0.897
C 0.8617 0.6957 -1.4880  0.651
N 1.1660 0.3600 -0.0523  1.760
H 1.5736 1.2738 0.3115  0.197
H 0.3470 0.2473 0.5135  -0.452
C 1.9723 -0.8715 0.2457  -0.046
C 1.0122 -2.0523 0.1295  -0.329
O -0.0457 -1.9208 1.0570  -0.007
C 0.2213 -2.3244 2.4326  -0.754
H -1.8975 2.4398 0.1491  0.254
H -3.0636 1.1878 0.2365  0.458
H -3.0101 2.1436 -1.2289  0.114
H -0.3071 2.4102 -1.0879  -0.221
H -0.6341 1.6573 -2.6953  -0.197
H 1.7352 1.1881 -1.8339  1.174
H 0.8544 -0.2020 -2.1080  -2.187
H 2.3658 -0.7542 1.2393  -0.559
H 2.8328 -0.9906 -0.4524  0.766
H 1.4898 -3.0034 0.4011  0.739
H 0.6391 -2.0729 -0.8545  -0.332
H 1.0037 -3.1242 2.4891  0.335
H -0.6853 -2.7481 2.8319  0.082
H 0.5214 -1.5118 2.9953  -0.009
C 0.5685 4.3006 5.4630  -0.553
O 1.9798 4.0747 5.6338  -0.122
C 2.6957 5.1099 5.0361  -0.886
C 4.1679 4.7975 4.8363  -0.504
N 4.2342 3.7642 3.8050  -0.042
H 3.5329 3.1145 4.0554  -0.220
H 2.0420 2.0670 2.1396  -0.115
C 5.4904 3.0166 3.5683  -0.762
C 5.3069 1.8197 2.6883  -0.095
O 4.8924 0.7687 3.5312  -0.171
C 4.9586 -0.5204 2.8524  -0.841
H 0.4077 5.2290 6.0034  0.452
H -0.1233 3.4669 5.9167  0.073
H 0.2592 4.3448 4.3954  0.066
H 2.6625 6.0272 5.6420  0.458
H 2.3482 5.3754 4.0886  0.447
H 4.6511 4.4176 5.7738  0.244
H 4.6853 5.7135 4.5274  0.411
H 5.9776 2.6987 4.5591  0.207
H 6.2659 3.6992 3.0906  0.406
H 6.3262 1.5207 2.3096  0.512
H 4.5173 1.9587 1.9020  -0.176
H 4.6811 -0.5069 1.7665  0.343
H 4.1967 -1.1917 3.2285  0.204
H 5.9790 -0.9617 2.8846  0.349
C -5.6570 -0.0324 -2.4327  -1.222
C -5.0873 0.5434 -3.7484  0.077
C -4.3409 -0.4839 -4.5888  -0.445
C -3.3092 -1.2313 -3.6489  -0.633
N -2.5584 -2.2940 -4.3253  1.473
C -1.6451 -2.9346 -3.3054  0.635
C -0.5546 -3.6199 -4.0015  -0.220
C -0.5829 -3.0067 -5.4526  -0.934
C -1.5712 -1.7928 -5.2962  -0.512
C -3.4885 -3.2911 -4.9969  -0.803
H -6.3218 0.7808 -2.0368  0.391
H -4.9413 -0.2877 -1.6667  0.271
H -6.2711 -0.9112 -2.6428  0.330
H -4.3210 1.2957 -3.4278  -0.282
H -5.8275 0.9829 -4.4184  0.515
H -3.7400 0.1107 -5.2793  0.181
H -4.9877 -1.1526 -5.1006  0.578
H -3.9461 -1.7725 -2.9583  0.420
H -2.7248 -0.5305 -3.0255  -0.384
H -2.3308 -3.5137 -2.6922  -0.323
H -1.1854 -2.0868 -2.7685  -0.893
H -0.7810 -4.7332 -4.0059  0.373
H 0.4547 -3.5620 -3.5751  0.215
H -1.0304 -3.7525 -6.1049  0.447
H 0.3842 -2.6904 -5.7957  0.405
H -2.1408 -1.5943 -6.1945  0.589
H -1.1043 -0.9357 -4.8780  -0.232
H -4.5106 -2.9304 -4.6875  0.290
H -3.2487 -4.2350 -4.5499  0.461
H -3.2839 -3.1561 -6.0612  0.044
C -1.6095 -3.3414 6.3406  -1.389
C -0.1672 -2.9541 5.9869  0.269
C 0.3103 -1.7084 6.7370  -0.698
C 1.5960 -1.1191 6.1083  -0.103
N 2.2375 -0.0701 6.9610  0.840
C 3.2398 0.7917 6.1975  -0.105
C 4.3309 1.2312 7.2061  -0.608
C 4.1186 0.3679 8.5177  -0.970
C 3.0547 -0.6704 8.1519  -0.630
C 1.2019 0.8086 7.5321  -0.841
H -1.9271 -4.3361 6.0950  0.353
H -2.2173 -2.6050 5.8308  0.292
H -1.7492 -3.2631 7.4116  0.367
H -0.1018 -2.6899 4.9581  -0.434
H 0.5665 -3.7233 6.1860  0.539
H 0.3249 -1.9632 7.8484  0.285
H -0.4511 -0.9898 6.4945  0.409
H 1.3234 -0.6246 5.1569  -0.465
H 2.2630 -1.9673 6.0589  0.485
H 2.7496 1.6500 5.8246  0.161
H 3.6309 0.1195 5.4088  0.098
H 4.2216 2.3282 7.4489  0.156
H 5.3373 1.1008 6.8140  0.457
H 3.7113 1.0352 9.2829  0.312
H 5.0322 -0.0483 8.8738  0.416
H 2.3535 -0.9894 8.9183  0.437
H 3.5354 -1.5608 7.7009  0.424
H 1.7281 1.7282 7.9376  0.512
H 0.7709 0.2571 8.3503  0.403
H 0.5361 1.1294 6.7216  -0.017
C 0.6458 -5.3745 0.7533  -0.499
C -0.4865 -6.4747 0.7115  -0.819
C -1.7679 -5.9763 1.4145  0.085
C -2.9092 -6.8779 1.1222  -1.514
N -4.0674 -6.6007 1.9719  0.912
C -3.7479 -7.1504 3.3215  -0.642
C -4.5546 -8.4534 3.4363  -0.668
C -5.7474 -8.0667 2.7484  -0.671
C -5.2774 -7.4132 1.4935  -0.621
C -4.4459 -5.2104 2.0738  -1.255
H 0.1437 -4.4189 0.4070  -0.184
H 1.4221 -5.6210 0.0562  0.516
H 1.0953 -5.2344 1.8090  0.189
H -0.1906 -7.4491 1.1620  0.382
H -0.8106 -6.5108 -0.3751  0.256
H -1.9221 -4.9287 1.1145  0.230
H -1.4415 -5.8428 2.4310  0.342
H -2.6140 -7.9261 1.3035  0.323
H -3.1828 -6.7432 0.0900  0.528
H -4.1631 -6.4230 3.9692  0.431
H -2.6731 -7.1208 3.5873  0.327
H -4.7229 -8.6450 4.4597  0.452
H -3.9258 -9.2985 3.0476  0.285
H -6.2972 -7.3308 3.2879  0.333
H -6.4312 -8.8785 2.4855  0.415
H -5.9787 -6.6943 1.0535  0.457
H -4.9716 -8.1153 0.7114  0.370
H -4.4084 -4.8425 1.0584  0.063
H -3.6939 -4.6892 2.6499  0.668
H -5.3925 -5.1502 2.5863  0.439
Cl -0.8780 1.9636 -5.3319  -0.761
O -2.0614 -0.2535 2.2538  -0.077
C -2.5610 -0.7875 3.3409  0.663
O -2.2482 -0.2778 4.5258  -0.472
O -3.3118 -1.7609 3.2140  -0.612
H -1.5448 0.6277 2.1726  0.104
O 0.3935 4.0921 0.9485  -0.562
C 1.5940 3.8349 0.3215  0.427
O 2.1261 2.6930 0.6048  -1.239
O 2.0758 4.7463 -0.3269  -0.607
H 0.1118 3.3848 1.4021  0.311
O 0.1597 0.9647 4.3609  -0.326
C 0.4568 1.4616 3.2750  0.173
O -0.3088 1.6914 2.2800  -1.505
O 1.7558 1.7142 3.0494  1.366
H -1.3783 0.2190 4.4290  0.285
O 2.5852 -2.3923 -3.5933  -0.571
C 2.2541 -1.0882 -3.8275  0.807
O 1.2368 -0.8935 -4.4423  -0.448
O 3.1647 -0.3047 -3.4122  -0.906
H 3.5338 -2.3602 -3.2801  0.378
O -5.0528 -5.3444 -2.9690  -0.587
C -4.1447 -5.3287 -1.8221  0.812
O -3.9532 -4.2768 -1.1658  -0.721
O -3.6631 -6.4449 -1.5955  -0.839
H -5.4168 -4.4471 -3.0090  0.317